No. 1
This record from OMol25 describes a 2-piece molecular cluster, C3H7FO overall in a non-equilibrium geometry. The level of theory is wB97M-V/def2-TZVPD.

```
12
Properties=species:S:1:pos:R:3
C 2.032 0.145 -1.560
C -0.980 -1.017 1.172
C -0.564 0.326 0.508
O -1.362 0.938 -0.372
F 0.055 1.153 1.275
H 1.327 -0.584 -2.079
H 2.487 -0.153 -0.598
H 1.747 1.177 -1.528
H -1.675 -0.670 2.009
H -0.223 -1.631 1.403
H -1.601 -1.531 0.427
H -1.243 1.845 -0.658
```

Properties
HOMO level (spin up / spin down) = -0.3282 / -0.2507 hartree
Kohn-Sham gap (spin up / spin down) = 9.60 / 7.06 eV
net charge = 0
lowest unoccupied orbital energy (spin up / spin down) = 0.67 / 0.24 eV

---

No. 2
This record from OMol25 describes an isolated molecule of C3H7FO3 in a non-equilibrium geometry. The level of theory is wB97M-V/def2-TZVPD.

```
14
Properties=species:S:1:pos:R:3
C 0.771 -1.815 0.186
O -0.332 -1.095 0.771
C -1.021 -0.325 -0.033
O -1.538 -0.757 -1.166
F -1.863 0.324 0.707
O -0.058 0.943 -0.649
C 0.523 1.848 0.264
H 1.134 -2.439 0.969
H 1.629 -1.148 -0.086
H 0.347 -2.211 -0.683
H -1.539 0.042 -1.723
H 0.300 2.853 -0.080
H 1.606 1.912 0.282
H 0.042 1.869 1.242
```

Properties
HOMO level = -0.3602 hartree
SMILES string = COC(O)(F)OC
Kohn-Sham gap = 10.69 eV
net charge = 0
lowest unoccupied orbital energy = 0.88 eV

---

No. 3
This record from OMol25 describes a 2-piece molecular cluster, C3H7FS overall in a non-equilibrium geometry. The level of theory is wB97M-V/def2-TZVPD.

```
12
Properties=species:S:1:pos:R:3
C 0.572 1.405 0.786
C -0.751 0.610 1.006
C -0.498 -1.531 -1.007
F -1.154 -0.766 -1.910
S 1.212 -1.948 -1.283
H 0.944 1.639 1.780
H 1.244 0.665 0.301
H 0.357 2.272 0.231
H -0.937 0.128 1.899
H -1.596 0.517 0.380
H -0.981 -2.155 -0.315
H 1.588 -0.837 -1.868
```

Properties
HOMO level (spin up / spin down) = -0.2931 / -0.2839 hartree
Kohn-Sham gap (spin up / spin down) = 8.51 / 8.46 eV
net charge = 0
lowest unoccupied orbital energy (spin up / spin down) = 0.53 / 0.74 eV

---

No. 4
This record from OMol25 describes C3H7I as an isolated structure in a non-equilibrium geometry. The level of theory is wB97M-V/def2-TZVPD.

```
11
Properties=species:S:1:pos:R:3
C -0.191 1.220 0.117
C -0.360 -1.225 0.250
C 0.421 -0.012 -0.326
I 2.654 0.062 0.113
H -0.454 1.185 1.161
H 0.426 2.122 -0.145
H -1.005 1.337 -0.498
H -0.437 -2.195 -0.370
H -1.455 -0.972 0.235
H 0.097 -1.579 1.190
H 0.304 0.057 -1.728
```

Properties
HOMO level = -0.3429 hartree
Kohn-Sham gap = 9.67 eV
net charge = 0
lowest unoccupied orbital energy = 0.33 eV

---

No. 5
This record from OMol25 describes an isolated ion of composition C3H7IN and charge +1 in a non-equilibrium geometry. The level of theory is wB97M-V/def2-TZVPD.

```
12
Properties=species:S:1:pos:R:3
C -1.394 -1.134 -0.006
C 0.099 -0.930 0.021
C 1.006 0.110 0.044
N 0.490 1.577 -0.109
I 3.063 -0.091 0.099
H -1.609 -1.409 1.062
H -1.659 -1.961 -0.655
H -1.787 -0.081 -0.186
H 0.768 -1.857 0.074
H 1.194 2.306 -0.632
H 0.167 1.885 0.909
H -0.340 1.585 -0.621
```

Properties
HOMO level = -0.4910 hartree
SMILES string = C/C=C(\[NH3+])I
Kohn-Sham gap = 9.33 eV
net charge = +1
lowest unoccupied orbital energy = -4.03 eV

---

No. 6
This record from OMol25 describes a 2-piece molecular cluster, C3H7IN3O overall in a non-equilibrium geometry. The level of theory is wB97M-V/def2-TZVPD.

```
15
Properties=species:S:1:pos:R:3
C 1.913 0.058 -0.529
C 1.384 -1.107 -0.716
C -0.453 -0.399 0.470
N 1.318 1.006 0.317
N 0.022 0.826 0.691
N 1.188 -2.348 -1.036
O -1.618 -0.764 0.783
I -3.229 1.883 -0.427
H 2.859 0.421 -0.857
H 1.695 1.939 0.311
H -0.608 1.444 1.259
H -4.132 2.768 0.430
H 0.355 -2.547 -1.550
H 1.527 -3.125 -0.365
H -2.222 -0.055 1.218
```

Properties
HOMO level (spin up / spin down) = -0.3614 / -0.4701 hartree
Kohn-Sham gap (spin up / spin down) = 7.06 / 6.27 eV
net charge = +1
multiplicity = 3
lowest unoccupied orbital energy (spin up / spin down) = -2.78 / -6.52 eV

---

No. 7
This record from OMol25 describes a 2-piece molecular cluster, C3H7INS2 overall in a non-equilibrium geometry. The level of theory is wB97M-V/def2-TZVPD.

```
14
Properties=species:S:1:pos:R:3
C 0.665 -0.089 0.540
C -1.674 -1.338 1.309
C 0.127 0.374 -1.496
N 0.861 1.196 -2.109
S 2.165 0.797 0.764
S -0.850 0.288 1.309
I -0.564 -2.926 2.222
H 0.879 -1.166 0.713
H -2.660 -1.066 1.896
H -2.139 -1.696 0.309
H -0.821 0.131 -2.021
H 0.497 1.706 -2.939
H 1.503 1.706 -1.562
H 2.013 2.082 1.065
```

Properties
HOMO level (spin up / spin down) = -0.3796 / -0.4996 hartree
Kohn-Sham gap (spin up / spin down) = 6.13 / 6.06 eV
net charge = +1
multiplicity = 3
lowest unoccupied orbital energy (spin up / spin down) = -4.20 / -7.54 eV

---

No. 8
This record from OMol25 describes an isolated molecule of C3H7IOS in a non-equilibrium geometry. The level of theory is wB97M-V/def2-TZVPD.

```
13
Properties=species:S:1:pos:R:3
C 1.506 0.239 0.479
C 0.069 0.609 0.062
O 0.094 0.845 -1.377
C -1.008 -0.425 0.415
S -0.589 -1.979 -0.334
I -2.984 0.315 0.228
H 1.549 -0.894 0.527
H 1.764 0.788 1.400
H 2.137 0.469 -0.351
H -0.126 1.585 0.535
H -0.867 1.005 -1.567
H -0.752 -0.864 1.580
H -0.794 -1.692 -1.596
```

Properties
HOMO level = -0.3433 hartree
SMILES string = C[C@@H](O)[C@H](S)I
Kohn-Sham gap = 9.53 eV
net charge = 0
lowest unoccupied orbital energy = 0.19 eV

---

No. 9
This record from OMol25 describes a 2-piece molecular cluster, C3H7IS overall in a non-equilibrium geometry. The level of theory is wB97M-V/def2-TZVPD.

```
12
Properties=species:S:1:pos:R:3
C -0.053 0.544 -1.542
C -0.286 0.820 -0.049
C 0.290 -0.337 0.756
S 0.285 -0.141 2.461
I -1.212 -2.996 0.722
H -0.815 -0.085 -1.834
H 1.002 0.331 -1.840
H -0.477 1.379 -2.208
H 0.383 1.661 0.353
H -1.376 0.872 0.058
H 1.035 -0.975 0.444
H 1.224 -1.073 2.680
```

Properties
HOMO level (spin up / spin down) = -0.2974 / -0.3047 hartree
Kohn-Sham gap (spin up / spin down) = 6.31 / 6.87 eV
net charge = 0
lowest unoccupied orbital energy (spin up / spin down) = -1.78 / -1.42 eV

---

No. 10
This record from OMol25 describes C3H7MnO2 as an isolated structure in a non-equilibrium geometry. The level of theory is wB97M-V/def2-TZVPD.

```
13
Properties=species:S:1:pos:R:3
O 2.440 0.257 -0.406
C 1.574 -0.486 0.367
C 0.147 -0.508 -0.161
O -0.519 0.623 0.361
C -1.920 0.584 0.230
Mn 2.073 1.541 -1.637
H 1.611 -0.154 1.425
H 1.913 -1.541 0.410
H -0.269 -1.497 0.099
H -0.201 -0.557 -1.210
H -2.235 0.378 -0.807
H -2.327 -0.227 0.856
H -2.285 1.587 0.475
```

Properties
HOMO level (spin up / spin down) = -0.2538 / -0.3508 hartree
Kohn-Sham gap (spin up / spin down) = 7.45 / 9.62 eV
net charge = 0
multiplicity = 7
lowest unoccupied orbital energy (spin up / spin down) = 0.55 / 0.07 eV

---

No. 11
This record from OMol25 describes a 2-piece molecular cluster, C3H7N overall in a non-equilibrium geometry. The level of theory is wB97M-V/def2-TZVPD.

```
11
Properties=species:S:1:pos:R:3
C 0.516 -0.135 1.213
C -0.137 0.035 -0.034
C -0.548 1.217 -0.616
N -0.597 -1.212 -0.547
H 1.976 0.307 -0.258
H 0.176 -0.906 1.898
H 0.962 0.735 1.680
H -1.148 1.095 -1.515
H -0.491 2.164 -0.111
H -0.109 -2.007 -0.156
H -0.600 -1.294 -1.554
```

Properties
HOMO level (spin up / spin down) = -0.0480 / -0.0469 hartree
Kohn-Sham gap (spin up / spin down) = 6.25 / 5.99 eV
net charge = -1
multiplicity = 2
lowest unoccupied orbital energy (spin up / spin down) = 4.95 / 4.72 eV

---

No. 12
This record from OMol25 describes an isolated molecule of C3H7N in a non-equilibrium geometry. The level of theory is wB97M-V/def2-TZVPD.

```
11
Properties=species:S:1:pos:R:3
C 0.289 0.940 -0.174
C -1.055 0.164 0.018
N -0.339 -1.044 -0.331
C 0.946 -0.429 0.029
H 0.567 1.745 0.530
H 0.438 1.300 -1.180
H -1.946 0.428 -0.550
H -1.338 0.181 1.075
H -0.565 -1.908 0.146
H 1.249 -0.639 1.073
H 1.753 -0.738 -0.636
```

Properties
HOMO level = -0.3231 hartree
SMILES string = C1CNC1
Kohn-Sham gap = 10.06 eV
net charge = 0
lowest unoccupied orbital energy = 1.27 eV

---

No. 13
This record from OMol25 describes C3H7N as an isolated structure in a non-equilibrium geometry. The level of theory is wB97M-V/def2-TZVPD.

```
11
Properties=species:S:1:pos:R:3
C -1.108 -0.754 0.127
C -0.335 0.537 -0.200
C 1.201 0.399 0.099
N 0.086 0.694 -1.469
H -2.138 -0.602 0.417
H -0.576 -1.389 0.826
H -1.097 -1.347 -0.784
H 1.263 0.352 1.191
H -0.779 1.428 0.261
H 1.654 -0.531 -0.237
H 1.830 1.212 -0.229
```

Properties
HOMO level = -0.2990 hartree
Kohn-Sham gap = 8.08 eV
net charge = 0
lowest unoccupied orbital energy = -0.06 eV

---

No. 14
This record from OMol25 describes an isolated molecule of C3H7N in a non-equilibrium geometry. The level of theory is wB97M-V/def2-TZVPD.

```
11
Properties=species:S:1:pos:R:3
C -0.850 0.326 1.334
C 0.238 -0.191 0.805
C 0.917 0.236 -0.489
N 0.100 -0.172 -1.606
H -1.283 -0.072 2.239
H -1.424 1.092 0.829
H 0.380 -1.429 0.818
H 1.046 1.324 -0.434
H 1.875 -0.280 -0.588
H -0.257 -1.236 -1.298
H -0.741 0.401 -1.611
```

Properties
HOMO level = -0.3273 hartree
SMILES string = C=CCN
Kohn-Sham gap = 10.02 eV
net charge = 0
lowest unoccupied orbital energy = 1.11 eV

---

No. 15
This record from OMol25 describes an isolated molecule of C3H7N. The level of theory is wB97M-V/def2-TZVPD.

```
11
Properties=species:S:1:pos:R:3
C -0.298 -1.852 -0.378
C -0.170 -0.528 0.322
C 0.271 0.594 -0.245
N 0.151 1.862 0.319
H 0.315 -1.878 -1.282
H -0.053 -2.678 0.295
H -1.323 -2.003 -0.724
H -0.634 -0.450 1.300
H 0.845 0.597 -1.163
H 0.876 2.533 0.131
H -0.207 1.919 1.260
```

Properties
HOMO level = -0.2891 hartree
SMILES string = C/C=C/N
Kohn-Sham gap = 9.16 eV
net charge = 0
lowest unoccupied orbital energy = 1.29 eV

---

No. 16
This record from OMol25 describes an isolated ion of composition C3H7N2 and charge +1 in a non-equilibrium geometry. The level of theory is wB97M-V/def2-TZVPD.

```
12
Properties=species:S:1:pos:R:3
C 0.560 -1.040 0.020
N 1.165 0.359 -0.045
C -0.205 0.867 0.507
C -1.476 0.118 -0.346
N -0.691 -0.553 0.635
H 1.018 -1.591 0.883
H 0.473 -1.588 -0.928
H 1.785 0.484 0.885
H 1.321 0.622 -1.036
H -0.161 1.800 1.018
H -2.539 0.461 -0.174
H -1.248 0.060 -1.417
```

Properties
HOMO level = -0.5287 hartree
SMILES string = C1[NH2+][C@H]2CN12
Kohn-Sham gap = 10.37 eV
net charge = +1
lowest unoccupied orbital energy = -4.02 eV

---

No. 17
This record from OMol25 describes a 2-piece molecular cluster, C3H7N2 overall in a non-equilibrium geometry. The level of theory is wB97M-V/def2-TZVPD.

```
12
Properties=species:S:1:pos:R:3
C -0.481 1.132 -0.223
C -0.021 0.255 0.736
C -1.285 0.005 -0.006
N -2.382 -0.642 -0.125
N 2.147 -0.341 -0.155
H -0.326 2.104 -0.801
H 0.506 0.220 1.645
H -2.885 -0.509 -1.016
H -2.421 -1.477 0.534
H 2.590 0.051 0.723
H 1.986 0.431 -0.821
H 2.571 -1.229 -0.494
```

Properties
HOMO level (spin up / spin down) = -0.5101 / -0.5101 hartree
Kohn-Sham gap (spin up / spin down) = 10.18 / 10.18 eV
net charge = +1
lowest unoccupied orbital energy (spin up / spin down) = -3.70 / -3.70 eV

---

No. 18
This record from OMol25 describes an isolated ion of composition C3H7N2 and charge +1 in a non-equilibrium geometry. The level of theory is wB97M-V/def2-TZVPD.

```
12
Properties=species:S:1:pos:R:3
N 1.003 -1.107 0.598
C -0.093 -0.072 0.084
N 0.781 1.108 -0.059
C -1.233 -0.356 -0.837
C -1.537 0.054 0.415
H 1.483 -1.390 -0.236
H 0.442 -1.880 1.007
H 0.590 1.728 0.753
H 0.662 1.622 -0.847
H 1.833 0.739 -0.034
H -1.559 -0.530 -1.874
H -2.372 0.084 1.029
```

Properties
HOMO level = -0.5362 hartree
SMILES string = NC1([NH3+])C=C1
Kohn-Sham gap = 10.94 eV
net charge = +1
lowest unoccupied orbital energy = -3.65 eV

---

No. 19
This record from OMol25 describes C3H7N2 as an isolated structure in a non-equilibrium geometry. The level of theory is wB97M-V/def2-TZVPD.

```
12
Properties=species:S:1:pos:R:3
C 0.942 -0.211 -0.139
C -0.402 0.229 -0.643
C -1.622 0.429 0.232
N 0.220 -1.146 -0.624
N 1.971 0.142 0.595
H -0.413 0.765 -1.520
H -1.659 -0.338 1.132
H -2.520 0.443 -0.318
H -1.691 1.388 0.652
H 0.122 -2.429 -0.886
H 2.126 1.107 0.608
H 2.925 -0.380 0.912
```

Properties
HOMO level = -0.5780 hartree
Kohn-Sham gap = 11.68 eV
net charge = +1
lowest unoccupied orbital energy = -4.05 eV

---

No. 20
This record from OMol25 describes C3H7N2 as an isolated structure in a non-equilibrium geometry. The level of theory is wB97M-V/def2-TZVPD.

```
12
Properties=species:S:1:pos:R:3
C 0.732 0.763 0.063
C -0.668 0.767 -0.426
C -0.891 -0.649 -0.506
N -1.482 0.020 0.533
N 0.986 -0.729 0.092
H 1.562 1.105 -0.562
H 0.886 1.196 1.151
H -0.991 1.499 -1.185
H -1.363 -1.503 -0.991
H -1.537 -0.231 1.471
H 1.560 -1.121 -0.664
H 1.207 -1.118 1.023
```

Properties
HOMO level = -0.5754 hartree
Kohn-Sham gap = 11.43 eV
net charge = +1
lowest unoccupied orbital energy = -4.23 eV